# 1
Computed, not measured: C2H3NP2 in the gas phase, with ωB97M-V/def2-TZVPD.

Spin multiplicity: 1
Lowest unoccupied orbital energy (spin up / spin down), eV: -0.70 / -0.70
SMILES string: C1=NC=P#[PH]1
Charge: 0
Energy relative to the best compared isomer or geometry (same formula, charge and spin), kcal per mole: 29.64

Cartesian coordinates (Å):
H  -2.104390  0.496954  0.072088
C  0.787359  -1.177662  -0.212006
N  -0.544247  -1.014255  -0.131425
C  -1.080630  0.340972  -0.127563
P  0.225005  1.499553  -0.392183
H  1.037343  -2.159105  -0.240196
P  1.810378  0.142805  0.096421
H  -0.130816  1.870741  0.934866

Atoms 1-2, force components in eV/Å:
H -1.0 0.0 -0.1
C -1.4 3.5 1.0

Population analysis type Löwdin, resulting atomic charges in e:
1 H 0.033
2 C -0.618
3 N -0.121
4 C -0.411
5 P 0.571
6 H 0.000
7 P 0.610
8 H -0.063

# 2
Computed, not measured: a molecular structure, C45H45AsMnN3O4S, with ωB97M-V/def2-TZVPD.

Spin multiplicity: 4
Lowest unoccupied orbital energy (spin up / spin down), eV: -2.78 / -4.57
Charge: +1
Energy relative to the best compared isomer or geometry (same formula, charge and spin), kcal per mole: 0.00

Cartesian coordinates (Å):
C  1.242038  -0.385000  -3.016782
C  4.052492  2.871696  -0.882662
H  0.544178  0.283026  -2.515701
H  1.105595  -1.379989  4.458251
H  -6.671822  6.866956  0.049450
C  -2.842824  0.048414  4.634228
H  1.677868  -6.233991  4.060626
C  1.557297  -2.384977  1.209947
C  -5.850293  6.182656  -0.114428
C  6.197933  -0.586154  -3.518492
C  -3.721424  4.446981  -0.523901
C  5.132269  -0.712938  -1.248953
N  -2.058007  3.411732  -1.882904
H  -4.816944  3.062050  0.661339
C  -2.653476  -3.848106  -1.257105
H  2.556034  -6.847930  2.656858
O  0.745933  1.875329  0.161408
H  -2.851000  -2.893689  -3.169382
H  1.999343  -0.384932  3.316556
C  -2.426637  -2.831688  -2.176029
H  0.778586  -1.373513  -3.043635
C  1.711442  2.371144  -0.601241
N  -0.903461  2.628768  -1.728401
C  -2.109908  -3.747740  0.014165
C  1.696147  -3.659629  -1.011126
H  -0.968285  -2.561389  1.379885
C  3.711794  -0.451556  -3.142027
H  2.273936  -5.629459  0.647520
C  2.579392  -0.446055  -2.337168
C  -1.108636  -1.625667  -0.548841
C  -5.888850  4.907437  0.440833
C  4.991911  -0.589792  -2.624835
H  3.391068  -5.889209  3.879297
H  2.669477  -3.871892  -1.457347
C  -2.562665  3.543499  -0.684804
C  2.126359  -4.740361  2.583609
C  4.304944  -0.765044  1.085934
H  6.125063  -0.798281  -0.821404
C  1.217969  -1.145121  3.400986
H  -6.739266  4.589977  1.027021
H  5.280626  -0.334542  1.306699
H  3.568820  -0.207403  1.670010
N  -0.373268  -0.448129  -0.224417
C  -3.392399  -0.163614  1.943490
H  1.020218  -4.475839  -1.271303
H  5.916433  -0.502818  -4.566588
C  -1.353989  -2.640562  0.372811
C  2.565045  3.223538  -2.718610
H  -6.035026  -0.476056  0.442278
H  5.050431  2.918698  -0.466192
C  2.753351  -0.585369  -0.951543
O  -2.717817  6.136305  -1.927772
H  6.855869  0.249599  -3.275109
H  -2.229799  5.349167  -2.224518
H  -3.352795  1.992874  1.904454
H  -3.352210  -2.288868  2.235395
C  -4.779284  6.584072  -0.889432
C  2.089318  -4.714691  1.199311
C  1.551033  -2.386323  2.613858
C  1.486325  2.793641  -1.928994
H  -2.867624  -2.098664  4.659696
C  -2.989813  1.197746  3.865116
H  1.834386  -3.576508  4.361363
C  -3.272845  1.100006  2.512710
H  -5.530843  0.503368  -0.961883
C  -2.974287  -1.206619  4.057257
O  -2.871430  0.677510  -0.528510
C  4.039763  -0.694418  -0.395794
O  -2.058760  2.931277  0.341933
H  -3.250557  -4.707560  -1.529719
C  3.009363  2.464529  -0.082268
H  -2.627631  0.135278  5.690835
C  -3.242137  -1.318061  2.700128
H  -0.030209  3.785316  -3.135563
H  3.583867  -0.350117  -4.213543
H  -4.749075  7.563504  -1.345414
C  1.836645  -3.566029  3.277387
H  3.169272  2.189130  0.952357
H  -1.494844  -0.935984  -2.540685
As  1.322472  -0.661281  0.354596
C  0.141290  3.047220  -2.353486
H  1.303295  -2.760220  -1.474775
H  -2.883092  2.173874  4.318309
Mn  -1.017491  1.395509  -0.261468
H  6.776964  -1.501770  -3.392285
S  -3.705448  -0.378074  0.209201
H  -2.285422  -4.530333  0.741403
H  1.360946  -0.050235  -4.046300
C  2.454266  -6.000370  3.331520
C  -5.353882  0.299496  0.092342
H  2.367932  3.567098  -3.726949
C  -1.652868  -1.736837  -1.830538
C  1.796338  -3.553637  0.484886
C  -4.820200  4.057503  0.236497
H  4.302081  -1.795712  1.445508
H  -5.464239  1.197436  0.692740
H  0.281218  -0.690804  3.063286
C  3.843641  3.232107  -2.218199
H  4.671748  3.552540  -2.833733
C  -3.719244  5.713541  -1.122530

Atoms 1-2, force components in eV/Å:
C -0.1 0.1 0.0
C 0.0 0.0 0.0

Atomic partial charges in e from the Löwdin method, atoms 1 to 99:
1 C -0.039
2 C -0.049
3 H 0.043
4 H 0.085
5 H 0.109
6 C -0.059
7 H 0.087
8 C -0.293
9 C -0.068
10 C -0.033
11 C -0.079
12 C -0.003
13 N 0.098
14 H 0.076
15 C -0.078
16 H 0.079
17 O -0.218
18 H 0.112
19 H 0.072
20 C -0.067
21 H 0.076
22 C -0.330
23 N -0.056
24 C -0.077
25 C -0.027
26 H 0.105
27 C 0.002
28 H 0.127
29 C -0.256
30 C -0.422
31 C -0.080
32 C -0.245
33 H 0.090
34 H 0.100
35 C -0.416
36 C -0.247
37 C -0.049
38 H 0.129
39 C -0.059
40 H 0.103
41 H 0.091
42 H 0.042
43 N -0.262
44 C -0.377
45 H 0.096
46 H 0.079
47 C -0.093
48 C -0.023
49 H 0.072
50 H 0.116
51 C -0.256
52 O 0.067
53 H 0.088
54 H 0.074
55 H 0.087
56 H 0.103
57 C 0.000
58 C 0.003
59 C -0.299
60 C -0.152
61 H 0.113
62 C -0.045
63 H 0.125
64 C -0.061
65 H 0.075
66 C -0.062
67 O -0.546
68 C -0.276
69 O -0.103
70 H 0.107
71 C -0.016
72 H 0.112
73 C -0.086
74 H 0.150
75 H 0.124
76 H 0.123
77 C -0.002
78 H 0.120
79 H 0.109
80 As 1.484
81 C -0.013
82 H 0.036
83 H 0.118
84 Mn 0.855
85 H 0.089
86 S 1.053
87 H 0.113
88 H 0.094
89 C -0.038
90 C -0.189
91 H 0.123
92 C -0.080
93 C -0.258
94 C -0.027
95 H 0.093
96 H 0.042
97 H 0.066
98 C -0.069
99 H 0.109

# 3
Computed, not measured: a molecular structure, C5H15KNO2, with ωB97M-V/def2-TZVPD.

Spin multiplicity: 1
Lowest unoccupied orbital energy, eV: -3.24
Charge: +1

Cartesian coordinates (Å):
H  -2.821676  0.877003  -0.805666
H  -1.042954  1.088312  -3.842240
C  1.489592  -0.791145  0.253785
H  -0.220274  -0.515874  3.614113
O  0.523069  -0.028828  -0.383984
H  2.291999  -0.239794  0.743941
C  1.674948  -0.084541  3.630113
K  -0.640373  1.941295  1.071997
H  1.878462  -1.394564  -0.566426
C  -0.671312  -0.731528  -0.779838
H  2.421093  0.109943  2.859684
H  1.023025  -1.422732  1.009768
H  0.019007  -0.092199  -3.568796
H  -1.387837  -0.934829  0.015998
C  -1.367708  0.109727  -1.909430
H  1.937879  -1.118315  3.854365
H  0.311512  1.384581  -2.667689
H  1.708418  0.497271  4.551236
H  -2.125746  -0.521941  -2.372534
N  -2.050127  1.243147  -1.344880
H  -0.457897  -1.706992  -1.216887
H  -2.409581  1.673863  -2.184745
O  0.385125  -0.042083  3.039136
C  -0.468644  0.700225  -3.001022

Atoms 1-2, force components in eV/Å:
H -0.6 0.2 0.0
H -0.4 0.7 0.5

Population analysis type Löwdin, resulting atomic charges in e:
1 H 0.077
2 H 0.085
3 C -0.112
4 H 0.092
5 O -0.291
6 H 0.088
7 C -0.129
8 K 0.924
9 H 0.107
10 C -0.159
11 H 0.072
12 H 0.090
13 H 0.086
14 H 0.122
15 C -0.425
16 H 0.091
17 H 0.086
18 H 0.093
19 H 0.141
20 N -0.023
21 H 0.132
22 H 0.087
23 O -0.187
24 C -0.048